1.
Computed, not measured: a molecular structure, C31H40FN4O5PbS3, with wB97M-V/def2-TZVPD.

```
85
Properties=species:S:1:pos:R:3
Pb 0.484 3.443 0.460
C -1.142 -2.993 4.804
C -2.222 -2.061 4.289
N -1.728 -1.206 3.180
C -1.034 -0.124 3.520
C -0.522 0.803 2.638
C 0.181 1.967 3.279
O 0.553 1.896 4.420
O 0.291 3.049 2.538
C -0.714 0.593 1.262
O -0.283 1.361 0.321
C -1.426 -0.606 0.878
C -1.647 -0.893 -0.481
C -2.340 -1.998 -0.847
F -2.607 -2.197 -2.150
C -2.843 -2.931 0.096
C -2.612 -2.658 1.431
C -1.935 -1.493 1.838
N -3.577 -4.045 -0.302
C -3.401 -4.755 -1.556
C -3.233 -6.246 -1.300
N -4.413 -6.762 -0.510
C -4.584 -6.001 0.783
C -4.719 -4.526 0.448
H -1.535 -3.589 5.627
H -0.284 -2.434 5.178
H -0.796 -3.670 4.022
H -2.581 -1.385 5.063
H -3.090 -2.609 3.938
H -0.882 0.044 4.580
H -1.300 -0.202 -1.238
H -2.932 -3.376 2.169
H -2.524 -4.411 -2.091
H -4.265 -4.590 -2.213
H -2.352 -6.451 -0.694
H -3.181 -6.816 -2.225
H -4.305 -7.760 -0.322
H -5.264 -6.665 -1.072
H -3.694 -6.206 1.376
H -5.463 -6.395 1.290
H -4.864 -3.957 1.362
H -5.629 -4.383 -0.154
N 0.865 2.685 -2.120
C 0.872 2.520 -3.260
C 0.880 2.320 -4.686
C 0.557 3.383 -5.528
C 0.578 3.185 -6.897
C 0.921 1.941 -7.412
C 1.243 0.886 -6.566
C 1.224 1.069 -5.195
H 0.295 4.347 -5.115
H 0.331 3.998 -7.564
H 0.941 1.792 -8.483
H 1.513 -0.076 -6.978
H 1.476 0.258 -4.525
C -0.182 7.175 -0.614
O -1.400 7.466 0.128
C -2.128 6.516 0.571
S -3.545 6.628 1.417
S -2.050 4.820 0.481
H 0.030 8.081 -1.170
H -0.361 6.337 -1.285
H 0.608 6.971 0.104
C 6.365 2.857 2.537
C 6.182 2.591 1.051
C 5.016 3.332 0.388
S 3.424 2.630 0.816
O 3.241 2.510 2.271
C 3.374 1.005 0.019
C 3.063 -0.089 1.035
C 2.949 -1.432 0.321
H 7.274 2.363 2.878
H 5.536 2.486 3.136
H 6.475 3.924 2.732
H 6.122 1.520 0.841
H 7.059 2.948 0.501
H 5.038 3.267 -0.704
H 4.961 4.383 0.676
H 4.339 0.869 -0.472
H 2.598 1.074 -0.747
H 2.133 0.146 1.556
H 3.841 -0.116 1.799
H 2.134 -1.424 -0.407
H 2.753 -2.225 1.041
H 3.868 -1.687 -0.206
```

Properties
frontier orbital gap (alpha / beta) = 6.51 / 4.23 eV
charge = +3
LUMO energy (alpha / beta) = -0.33022 / -0.38999 Eh



2.
Computed, not measured: a molecular structure, C31H40N3O in a non-equilibrium geometry, with wB97M-V/def2-TZVPD.

```
75
Properties=species:S:1:pos:R:3
C 5.829 -0.890 -0.336
C 4.605 -0.280 0.334
N 3.413 -0.347 -0.592
C 3.105 -1.807 -0.827
C 4.277 -2.484 -1.524
C 5.440 -1.492 -1.700
C 4.917 -0.340 -2.580
C 3.737 0.334 -1.902
H 6.578 -0.106 -0.483
H 6.265 -1.649 0.324
H 4.322 -0.830 1.242
H 4.750 0.771 0.610
H 2.913 -2.248 0.162
H 2.175 -1.863 -1.409
H 4.589 -3.362 -0.948
H 3.951 -2.844 -2.504
H 6.300 -1.972 -2.174
H 5.705 0.398 -2.751
H 4.599 -0.718 -3.555
H 2.826 0.296 -2.517
H 3.945 1.389 -1.672
C -4.525 -2.333 0.975
N -3.408 -1.937 0.155
C -3.346 -2.230 -1.180
O -4.143 -2.920 -1.816
C -2.109 -1.538 -1.739
C -2.451 -0.530 -2.840
C -3.440 0.509 -2.374
C -4.800 0.187 -2.302
C -5.720 1.114 -1.814
C -5.289 2.390 -1.437
C -3.940 2.738 -1.568
C -3.020 1.805 -2.050
N -1.510 -0.943 -0.552
C -0.329 -0.305 -0.574
C 0.198 0.356 0.548
C 1.503 0.760 0.670
C 1.943 1.732 1.622
C 2.930 2.686 1.248
C 3.302 3.711 2.111
C 2.713 3.808 3.383
C 1.789 2.838 3.803
C 1.409 1.805 2.947
C -2.360 -1.070 0.650
C -2.947 0.288 1.121
C -3.180 0.123 2.617
C -2.370 -1.105 3.099
C -1.683 -1.730 1.889
H -5.105 -3.092 0.442
H -4.159 -2.744 1.921
H -5.178 -1.479 1.204
H -1.436 -2.314 -2.142
H -1.527 -0.057 -3.188
H -2.882 -1.115 -3.665
H -5.128 -0.804 -2.630
H -6.772 0.830 -1.738
H -6.011 3.115 -1.057
H -3.599 3.741 -1.301
H -1.964 2.069 -2.169
H 0.244 -0.357 -1.508
H -0.484 0.565 1.378
H 2.377 0.248 -0.051
H 3.349 2.617 0.240
H 4.056 4.430 1.787
H 2.972 4.643 4.035
H 1.370 2.887 4.812
H 0.726 1.020 3.282
H -2.232 1.087 0.901
H -3.853 0.512 0.543
H -2.883 1.027 3.163
H -4.250 -0.032 2.806
H -1.632 -0.802 3.854
H -3.038 -1.830 3.580
H -1.807 -2.819 1.833
H -0.612 -1.511 1.878
```

Properties
frontier orbital gap = 7.16 eV
energy relative to the best compared isomer or geometry (same formula, charge and spin) = 19.1 kcal/mol
charge = +1
LUMO energy = -0.14640 Eh



3.
Computed, not measured: C31H40N4O2 in the gas phase in a non-equilibrium geometry, with wB97M-V/def2-TZVPD.

```
77
Properties=species:S:1:pos:R:3
C 3.542 0.821 3.242
C 3.069 1.075 1.825
C 3.473 2.432 1.318
N 1.596 1.122 1.803
N 1.043 2.306 2.033
N -0.275 2.055 2.133
C -1.121 3.279 2.199
C -0.751 4.148 1.019
C -0.813 3.984 3.504
C -0.553 0.723 1.972
C -1.993 0.199 2.100
C -2.012 -1.327 2.121
C -2.817 0.697 0.910
C -2.616 0.676 3.419
C 0.666 0.123 1.722
C 1.097 -1.271 1.375
H 4.637 0.823 3.267
H 3.175 1.624 3.896
H 3.179 -0.141 3.621
H 3.390 0.270 1.157
H 4.562 2.511 1.281
H 3.073 2.615 0.315
H 3.069 3.200 1.988
H -2.165 2.973 2.147
H -1.327 5.079 1.053
H 0.318 4.385 1.067
H -0.941 3.654 0.059
H -1.320 4.955 3.523
H -1.151 3.404 4.368
H 0.268 4.147 3.584
H -1.400 -1.698 2.954
H -3.040 -1.689 2.273
H -1.652 -1.739 1.170
H -2.913 1.790 0.913
H -2.349 0.393 -0.036
H -3.827 0.269 0.958
H -2.654 1.767 3.498
H -3.645 0.299 3.484
H -2.043 0.286 4.269
H 0.315 -1.956 1.729
H 2.009 -1.486 1.970
O 0.597 2.832 -1.899
C 0.206 2.319 -2.977
O 0.676 2.253 -4.130
C -1.131 1.526 -2.862
C -2.029 1.476 -4.121
C -2.079 0.034 -4.473
C -1.240 -0.692 -3.609
C -1.051 -2.063 -3.751
C -1.829 -2.733 -4.699
C -2.706 -2.022 -5.536
C -2.817 -0.630 -5.442
N -0.694 0.165 -2.667
C 0.088 -0.155 -1.591
C 0.235 -1.362 -0.995
C 1.393 -1.615 -0.076
C 1.865 -3.070 -0.245
C 3.195 -3.329 -0.582
C 3.641 -4.647 -0.701
C 2.755 -5.707 -0.472
C 1.410 -5.445 -0.192
C 0.961 -4.121 -0.096
H -1.686 1.890 -1.983
H -3.017 1.878 -3.862
H -1.600 2.089 -4.923
H -0.313 -2.574 -3.141
H -1.752 -3.816 -4.791
H -3.301 -2.564 -6.269
H -3.466 -0.054 -6.100
H 0.569 0.718 -1.138
H -0.450 -2.178 -1.230
H 2.221 -0.962 -0.410
H 3.862 -2.479 -0.754
H 4.678 -4.835 -0.979
H 3.105 -6.738 -0.536
H 0.696 -6.258 -0.053
H -0.096 -3.904 0.079
```

Properties
frontier orbital gap = 5.98 eV
energy relative to the best compared isomer or geometry (same formula, charge and spin) = 0.0 kcal/mol
charge = 0
LUMO energy = -0.01162 Eh



4.
Computed, not measured: a molecular structure, C31H40NOPSi2 in a non-equilibrium geometry, with wB97M-V/def2-TZVPD.

```
76
Properties=species:S:1:pos:R:3
C 1.103 -0.301 1.761
Si 0.592 1.498 1.457
O -0.306 2.192 2.737
Si -1.992 1.909 2.676
P -2.673 0.360 1.231
N -4.289 0.449 1.120
H 1.128 -0.591 2.813
H 2.128 -0.386 1.388
H 0.526 -1.034 1.195
H 1.842 2.284 1.351
H -0.088 1.661 0.154
H -2.752 3.137 2.374
H -2.444 1.457 4.008
H -2.158 0.550 -0.083
H -2.351 -0.951 1.670
H -4.628 1.200 1.711
C -2.187 0.373 -3.220
C -1.332 -0.686 -2.942
C -0.465 -1.155 -3.919
C -0.449 -0.561 -5.175
C -1.305 0.498 -5.454
C -2.176 0.963 -4.477
H -2.864 0.737 -2.457
H -1.341 -1.145 -1.961
H 0.199 -1.982 -3.702
H 0.230 -0.923 -5.937
H -1.292 0.962 -6.432
H -2.846 1.786 -4.695
C -6.370 4.259 -4.625
C -4.988 4.221 -4.756
C -4.383 4.720 -5.902
C -5.162 5.265 -6.916
C -6.543 5.305 -6.784
C -7.148 4.799 -5.641
H -6.840 3.866 -3.733
H -4.381 3.803 -3.963
H -3.306 4.686 -6.006
H -4.691 5.658 -7.808
H -7.150 5.731 -7.573
H -8.225 4.826 -5.540
C 1.039 -1.581 8.080
C 0.094 -1.592 7.064
C 0.162 -0.657 6.039
C 1.176 0.291 6.030
C 2.122 0.303 7.048
C 2.053 -0.631 8.074
H 0.987 -2.311 8.878
H -0.696 -2.333 7.066
H -0.581 -0.663 5.251
H 1.226 1.023 5.233
H 2.912 1.043 7.043
H 2.788 -0.619 8.868
C 3.117 -0.248 -3.138
C 3.518 -0.832 -4.332
C 4.778 -1.406 -4.437
C 5.635 -1.403 -3.344
C 5.233 -0.821 -2.148
C 3.976 -0.241 -2.046
H 2.134 0.202 -3.058
H 2.847 -0.839 -5.182
H 5.093 -1.855 -5.370
H 6.616 -1.853 -3.424
H 5.901 -0.820 -1.296
H 3.664 0.218 -1.116
C 2.206 -4.824 4.903
C 2.746 -5.686 3.958
C 3.503 -5.180 2.908
C 3.725 -3.812 2.809
C 3.186 -2.951 3.756
C 2.424 -3.456 4.801
H 1.615 -5.218 5.720
H 2.578 -6.752 4.039
H 3.919 -5.851 2.168
H 4.320 -3.419 1.994
H 3.362 -1.885 3.680
H 2.001 -2.782 5.535
```

Properties
frontier orbital gap = 8.80 eV
charge = 0
LUMO energy = 0.00583 Eh



Question: Look up the charge of the first one.
Answer: +3



Question: charge of number 2 (C31H40N3O)?
Answer: +1



Question: Look up the charge of the fourth one.
Answer: 0